1.
This record from the OMol25 dataset describes a molecular structure, C42H50As2F4N2PPd. The level of theory is ωB97M-V with the def2-TZVPD basis set.

The geometry in XYZ format:
```
102
Properties=species:S:1:pos:R:3:forces:R:3
Pd -1.250252 0.826007 0.410062 0.05 -0.05 0.00
C -0.994321 1.181722 3.416743 0.00 0.00 0.00
N -1.884457 0.379119 2.563064 0.01 0.00 -0.01
C -3.267167 0.819063 2.785354 -0.01 0.00 0.00
C -1.728294 -1.035345 2.946939 0.01 0.01 0.00
C -2.605400 -2.018464 2.188881 -0.01 -0.01 -0.01
N -2.260400 -2.108364 0.769830 0.02 -0.01 -0.01
C -3.339277 -2.266378 -0.134564 0.00 0.01 0.01
C -3.379933 -1.572335 -1.342604 -0.01 0.00 0.00
F -2.384814 -0.744588 -1.696318 0.01 0.00 0.00
C -4.449457 -1.689034 -2.212103 0.00 -0.01 0.00
F -4.433676 -0.964150 -3.337314 0.00 0.00 0.00
C -5.523051 -2.505441 -1.929778 0.00 0.00 0.00
C -5.491571 -3.216059 -0.748109 0.00 -0.01 0.01
F -6.493763 -4.037243 -0.434188 0.00 0.00 0.00
C -4.420336 -3.110982 0.120860 0.00 0.00 -0.01
F -4.425184 -3.861218 1.231378 0.00 0.01 0.00
H -1.288796 1.098841 4.470647 0.00 0.00 0.00
H -1.043062 2.227492 3.117812 0.00 0.00 0.00
H 0.028642 0.827849 3.310348 0.01 0.00 0.00
H -3.590371 0.589877 3.809043 0.00 0.00 0.00
H -3.940182 0.334153 2.082174 0.00 0.00 0.00
H -3.328219 1.894534 2.632837 0.00 0.00 0.00
H -1.962738 -1.139801 4.016448 0.00 0.00 0.00
H -0.673034 -1.291165 2.826193 0.00 0.00 0.00
H -3.651831 -1.732711 2.276915 0.00 0.00 0.00
H -2.516468 -2.989101 2.689554 0.00 0.00 0.00
H -6.356705 -2.592262 -2.611633 0.00 0.00 0.00
C 1.637015 -0.090114 -1.288620 0.00 0.01 0.00
C 2.937280 -0.858839 -1.489406 0.02 -0.02 0.00
As 4.197720 0.201935 -2.592067 0.00 0.00 0.00
C 4.384913 1.628994 -1.265951 -0.01 0.00 0.01
C 4.919107 1.400182 0.000407 -0.01 0.00 0.00
C 4.969194 2.422840 0.935522 0.00 0.01 0.00
C 4.481981 3.685123 0.616607 0.00 0.00 0.00
C 3.950546 3.922534 -0.641798 0.00 0.00 0.00
C 3.905820 2.896980 -1.579808 0.00 0.00 0.01
C 5.823167 -0.784093 -2.154869 -0.01 -0.01 -0.01
C 7.044919 -0.124549 -2.273323 0.00 0.00 0.00
C 8.232936 -0.788591 -2.012213 0.00 0.00 0.00
C 8.215088 -2.126592 -1.640086 0.00 0.00 0.00
C 7.005242 -2.793596 -1.531628 0.00 0.00 0.00
C 5.813679 -2.125471 -1.788077 0.00 0.00 0.01
P 0.525779 -0.684157 0.045955 -0.07 0.03 0.03
C 1.691802 -1.076870 1.382925 0.01 0.01 0.00
C 2.232321 -0.004160 2.091368 0.00 -0.01 0.00
C 3.183643 -0.222462 3.075755 0.00 0.00 0.00
C 3.594137 -1.516190 3.368267 0.01 0.00 0.00
C 3.066400 -2.588196 2.662313 -0.01 0.00 0.00
C 2.125705 -2.369971 1.665304 0.00 0.00 0.00
C -0.127949 -2.283843 -0.482740 0.00 0.00 0.00
C -1.055004 -2.956551 0.498242 -0.01 0.01 0.01
C -1.444151 -4.343470 0.088923 -0.01 0.00 0.01
C -1.194689 -4.826809 -1.150317 0.00 0.01 -0.01
C -0.470970 -4.060615 -2.093199 -0.01 -0.01 0.00
C 0.072913 -2.813504 -1.721041 0.01 0.01 0.01
H 1.042048 -0.028773 -2.205186 0.01 0.01 0.00
H 1.853949 0.943735 -1.001716 0.00 0.01 0.00
H 2.768170 -1.819861 -1.974426 -0.02 0.00 0.00
H 3.426473 -1.051103 -0.533239 -0.01 0.00 0.00
H 5.311810 0.421297 0.254144 0.00 0.00 0.00
H 5.400012 2.239177 1.912112 0.00 0.00 0.00
H 4.531126 4.484958 1.344300 0.00 0.00 0.00
H 3.584106 4.907865 -0.899941 0.00 0.00 0.00
H 3.501545 3.089361 -2.567452 0.00 0.00 0.00
H 7.071016 0.920572 -2.561822 0.00 0.00 0.00
H 9.174423 -0.262509 -2.102130 0.00 0.00 0.00
H 9.142349 -2.646722 -1.439339 0.00 0.00 0.00
H 6.984983 -3.837994 -1.247613 0.00 0.00 0.00
H 4.880345 -2.667652 -1.697112 0.00 0.00 0.00
H 1.920934 1.009040 1.856326 0.00 0.00 0.00
H 3.605386 0.616921 3.613276 0.00 0.00 0.00
H 4.332062 -1.688282 4.140577 0.00 0.00 0.00
H 3.396602 -3.595542 2.879053 0.00 0.00 0.00
H 1.747034 -3.208845 1.092461 0.00 0.00 0.00
H -0.550643 -3.009757 1.471086 0.00 0.00 -0.01
H -2.001552 -4.929621 0.809811 0.00 0.00 0.00
H -1.546431 -5.812830 -1.425479 0.00 0.00 0.00
H -0.298041 -4.444873 -3.088252 0.00 0.00 0.00
H 0.670513 -2.280445 -2.449426 0.01 0.00 0.00
C -3.115429 4.526235 1.621106 0.01 0.00 0.00
C -2.896715 4.359701 0.122666 -0.01 0.01 0.01
As -2.879780 2.495266 -0.449906 0.01 -0.01 0.00
C -4.773457 1.979544 -0.501174 -0.01 -0.01 -0.01
C -5.783761 3.118599 -0.582214 0.00 -0.01 0.00
C -2.422222 2.665724 -2.344846 -0.01 0.01 -0.01
C -3.394195 3.459255 -3.209177 0.00 0.00 0.01
H -3.109042 5.580319 1.898863 0.00 0.00 0.00
H -2.327093 4.030445 2.190424 0.00 0.00 0.00
H -4.073924 4.111467 1.939869 0.00 0.00 0.00
H -1.928340 4.767303 -0.173732 0.00 0.00 0.00
H -3.660131 4.889338 -0.447188 0.00 0.00 0.00
H -4.962547 1.368232 0.381277 0.00 0.00 0.00
H -4.860876 1.313009 -1.363667 0.00 0.00 0.00
H -5.741734 3.756494 0.301054 0.00 0.00 0.00
H -6.795944 2.717200 -0.645300 0.00 0.00 0.00
H -5.624283 3.748545 -1.455878 0.00 0.00 -0.01
H -2.316671 1.645694 -2.718544 0.00 0.00 0.00
H -1.425184 3.112362 -2.360961 0.00 0.00 0.00
H -4.368296 2.972790 -3.262293 -0.01 0.00 0.00
H -3.014234 3.536312 -4.228439 0.00 0.00 0.00
H -3.538786 4.474086 -2.836867 0.00 0.00 0.00
```
Forces are in eV/Å.

2S+1	3
charge	+1
total energy	-192654.4239	eV
HOMO-LUMO gap (spin up / spin down)	8.153 / 6.750	eV

2.
This record from the OMol25 dataset describes a molecular structure, C42H50AsCrO8SSe. The level of theory is ωB97M-V with the def2-TZVPD basis set.

The geometry in XYZ format:
```
104
Properties=species:S:1:pos:R:3:forces:R:3
Cr 0.440315 1.472650 -1.333294 -0.55 -0.31 0.24
C 1.681470 -5.574036 1.402732 -0.02 0.03 0.00
C 2.751108 -5.174517 0.370195 -0.07 0.05 -0.01
C 4.127309 -5.354600 1.012367 0.03 -0.03 0.04
C 2.658522 -6.126726 -0.832046 0.01 0.01 -0.05
C 2.517997 -3.729491 -0.084410 -0.03 0.02 0.01
C 1.339622 -3.375580 -0.730880 -0.01 0.12 -0.02
C 1.111672 -2.064169 -1.116777 -0.05 -0.02 0.06
Se -0.616076 -1.527481 -1.751231 0.11 -0.07 -0.01
C -1.375447 -1.331412 -0.004559 -0.01 -0.11 -0.01
C -2.153953 -2.355532 0.515105 0.00 0.04 -0.04
C -2.710107 -2.269548 1.785871 0.04 0.07 0.02
C -2.491857 -1.074531 2.481859 -0.04 0.06 0.01
C -1.731089 -0.015881 1.992754 -0.11 -0.10 0.16
C -1.071141 -0.168152 0.740260 -0.06 0.17 -0.15
O -0.231569 0.732052 0.334291 0.21 -0.05 0.27
C -1.607279 1.311055 2.756787 0.07 -0.06 -0.08
C -0.147104 1.570796 3.166532 0.01 0.02 0.03
C -2.101261 2.465871 1.866556 -0.04 0.01 -0.03
C -2.457421 1.317047 4.028524 -0.04 -0.03 0.10
C -3.483132 -3.456641 2.369810 0.03 0.03 -0.07
C -4.618872 -3.876340 1.422387 -0.03 0.02 -0.06
C -2.525498 -4.645610 2.551492 0.04 -0.06 0.01
C -4.101703 -3.130855 3.729333 -0.03 0.03 0.07
C 2.059516 -1.036183 -0.920991 -0.35 -0.07 -0.08
O 1.842528 0.164748 -1.408696 0.08 0.41 0.06
C 3.236377 -1.368342 -0.209201 0.21 -0.06 0.20
C 3.420578 -2.698245 0.174824 0.07 0.10 -0.04
C 4.247215 -0.275342 0.178063 -0.13 -0.01 -0.03
C 5.414490 -0.812023 1.013844 -0.04 -0.09 0.03
C 4.833864 0.360295 -1.087413 0.03 0.03 -0.11
C 3.540148 0.793399 1.028705 -0.06 0.07 -0.02
H 1.854660 -6.594277 1.772117 -0.01 0.11 -0.06
H 0.678889 -5.532928 0.966344 0.09 0.01 0.05
H 1.698429 -4.885642 2.253200 0.00 -0.07 -0.06
H 4.273175 -6.407413 1.273241 0.00 0.03 0.00
H 4.222067 -4.765092 1.928663 0.00 -0.03 -0.06
H 4.928866 -5.057675 0.329841 -0.05 -0.03 0.04
H 2.828566 -7.164644 -0.517468 -0.02 0.09 -0.02
H 3.408194 -5.863083 -1.584761 -0.06 -0.03 0.05
H 1.675186 -6.070685 -1.306942 0.08 0.00 0.04
H 0.558085 -4.107265 -0.916890 0.04 0.04 0.02
H -2.304145 -3.240403 -0.099108 0.01 0.07 0.05
H -2.952129 -0.957490 3.455591 0.04 -0.01 -0.09
H 0.498603 1.626967 2.292475 -0.04 -0.01 0.03
H 0.214946 0.769955 3.822360 -0.03 0.05 -0.04
H -0.074460 2.522340 3.707324 -0.02 -0.08 -0.02
H -1.458683 2.603268 0.999218 -0.02 -0.02 0.02
H -2.106175 3.401134 2.441698 0.01 -0.08 -0.04
H -3.120099 2.269464 1.512977 0.05 0.02 0.06
H -2.117590 0.567121 4.752340 -0.04 0.05 -0.05
H -3.516041 1.136502 3.810662 0.08 0.03 0.02
H -2.372507 2.300785 4.501398 -0.01 -0.07 -0.01
H -4.229934 -4.207924 0.454876 -0.04 0.06 0.10
H -5.294710 -3.034215 1.240035 0.06 -0.09 0.02
H -5.197480 -4.702874 1.855820 0.06 0.07 -0.04
H -2.063289 -4.921133 1.598396 -0.05 0.02 0.10
H -3.056689 -5.523614 2.946511 0.06 0.11 -0.05
H -1.719647 -4.383141 3.245133 -0.07 -0.03 -0.07
H -4.784748 -2.277743 3.663669 0.05 -0.08 0.01
H -3.333553 -2.897473 4.473318 -0.07 -0.01 -0.06
H -4.670082 -3.995871 4.089170 0.04 0.06 -0.01
H 4.322797 -2.944178 0.714217 0.03 0.07 0.01
H 5.975447 -1.588582 0.484483 0.00 0.03 0.02
H 5.078909 -1.216200 1.976570 0.02 0.02 -0.10
H 6.100856 0.015623 1.217763 -0.04 -0.05 0.00
H 5.445181 -0.372590 -1.626087 0.01 0.02 0.02
H 5.467445 1.215765 -0.822605 -0.05 -0.08 -0.02
H 4.055385 0.715995 -1.758778 0.13 -0.05 0.12
H 3.101645 0.337258 1.920614 0.03 0.01 0.02
H 2.747327 1.289694 0.472911 0.10 -0.03 0.06
H 4.257279 1.563035 1.341399 -0.08 -0.10 -0.04
O -0.609145 5.886233 -0.771343 0.06 -0.34 0.17
As 0.832157 4.802087 -0.693752 -0.19 -0.06 0.07
O 1.817450 5.310040 0.503765 -0.22 -0.11 -0.21
O 0.013619 3.316456 -0.620828 0.78 0.10 -0.24
C 1.548969 5.349175 -2.441480 0.27 -0.44 -0.19
C 1.357816 6.676970 -2.802858 0.06 -0.20 0.04
C 1.931951 7.165889 -3.967231 0.07 0.04 -0.17
C 2.693773 6.339743 -4.784604 -0.03 0.15 0.01
C 2.883688 5.009013 -4.447117 -0.04 -0.03 0.07
C 2.312750 4.525001 -3.283023 -0.37 0.41 0.23
S 2.466948 2.822264 -2.842024 -0.15 -0.10 0.52
O 2.629229 2.867491 -1.385438 0.17 -0.03 -0.27
O 3.547584 2.248514 -3.598567 -0.01 0.15 -0.22
O 1.120768 2.264228 -3.143553 0.38 -0.13 -0.03
H -1.345526 5.279995 -0.605833 0.01 0.09 -0.06
H 0.757839 7.311492 -2.165858 0.00 0.06 -0.02
H 1.783207 8.203030 -4.243156 0.00 0.02 0.00
H 3.141165 6.735650 -5.687941 0.00 0.02 -0.02
H 3.469028 4.338244 -5.065435 -0.04 0.03 0.05
C -1.403189 1.537790 -2.064230 -0.20 0.34 -0.15
C -2.537775 1.880200 -2.337474 -0.44 -0.07 -0.15
C -3.869072 2.337330 -2.611915 0.26 -0.04 0.04
C -4.105025 3.689434 -2.898233 -0.12 0.05 -0.02
C -5.391426 4.152785 -3.139134 0.10 -0.07 0.02
C -6.474833 3.281038 -3.106525 0.07 0.02 0.01
C -6.252751 1.938580 -2.827717 0.11 -0.03 0.02
C -4.967933 1.471174 -2.583068 -0.13 0.00 -0.01
H -3.258704 4.365230 -2.920813 -0.03 0.00 0.00
H -5.549584 5.204161 -3.349824 0.01 0.00 0.00
H -7.478276 3.645358 -3.289835 -0.01 0.00 -0.01
H -7.088461 1.248950 -2.792731 0.01 -0.01 0.00
H -4.795438 0.427005 -2.356714 -0.01 -0.01 0.01
```
Forces are in eV/Å.

2S+1	2
charge	-2
total energy	-226189.7329	eV
HOMO-LUMO gap (spin up / spin down)	6.408 / 6.279	eV